Formula: C6H7NO2
Source: the Open Molecules 2025 dataset
Level of theory: ωB97M-V/def2-TZVPD

CARTESIAN COORDINATES (ANGSTROEM)
C: 0.3552 2.0585 0.5242
N: 0.8858 1.4688 -0.5491
H: -2.6458 -1.2591 0.1296
H: 2.5545 -0.5431 0.0874
H: -1.6054 -1.5722 -1.2640
H: 1.7159 1.7552 -1.0660
C: -1.6069 -1.3572 -0.1911
H: 1.7346 -1.1336 -1.3565
H: 1.3358 -1.8102 0.2397
C: -0.8166 -0.1283 0.1296
C: 0.5345 0.1469 -0.1451
C: -1.3041 0.9995 0.7821
C: 1.5927 -0.8950 -0.2946
H: -1.1806 -2.2254 0.3203
O: -2.1250 1.4266 1.5198
O: 0.5754 3.0685 1.1339

Its max |F| is 4.68 eV Å⁻¹. The gap between HOMO and LUMO is 7.955 eV. The calculation puts the energy above the lowest of the compared OMol25 structures with the same formula, charge and spin at 60.9 kcal/mol. The total charge is 0. The calculated total energy is -11917.7921 eV.

---

Formula: C46H140N6O21
Source: the Open Molecules 2025 dataset
Level of theory: ωB97M-V/def2-TZVPD

CARTESIAN COORDINATES (ANGSTROEM)
H: -0.5683 -4.7455 2.9321
H: 5.2957 2.6362 0.7926
C: 6.0080 3.4562 0.7017
H: 4.6398 -1.1759 -4.0243
H: -5.1675 1.3965 -0.3186
H: 4.1288 0.3431 -4.7064
C: -4.9011 4.3055 1.3993
H: 3.9968 7.1527 -4.3969
O: 3.3164 0.2389 -2.2067
H: 6.8968 3.1190 1.2351
H: -0.3132 -4.8263 7.9718
C: 3.3946 4.2160 4.8759
H: 5.5349 4.1040 4.3467
H: -3.0911 1.7095 3.1417
H: -1.8580 -5.7464 -1.7250
H: -2.0134 0.8869 2.0380
C: 2.6812 4.9625 -3.8419
H: -0.2847 -0.4572 0.6427
C: 1.5952 3.2764 -2.2632
H: -4.1885 -4.7219 0.0059
H: -3.6781 -6.6417 -2.9576
H: 3.3741 -1.1913 -5.1871
H: 4.1837 3.2312 -2.3656
C: -5.3213 1.2411 -1.3865
H: 4.4890 -0.4237 2.9269
O: -4.1494 -5.2285 -5.7552
H: -0.7335 -1.4024 -7.3662
H: -1.3219 5.0059 -3.1364
O: -0.9237 -3.9348 5.8730
H: -5.9240 0.3391 -1.4922
O: 8.4619 -0.5409 -1.7643
H: -5.6314 -5.8191 -4.3074
H: -2.8586 -7.2947 8.3834
C: -3.9792 0.7391 -3.2387
C: -4.1048 -1.9396 -0.0662
H: -4.1187 -3.4391 2.7211
H: -0.9580 2.9623 3.4337
H: 2.1244 5.1336 1.9267
H: 6.7713 2.9395 -1.2306
H: 2.6693 3.9473 5.6439
H: 2.0550 3.7436 -1.3924
H: -7.3544 -5.6027 -1.4155
O: -2.5988 6.6959 -2.9971
H: -0.0166 5.8065 3.0941
H: -1.7290 -2.0271 5.6701
H: 4.4262 6.7055 -6.0021
H: -1.4067 -2.6429 -6.2157
H: 0.0797 -3.3241 2.1413
C: -1.8396 5.6163 -2.3965
C: -3.1699 -3.4273 -3.5549
H: 7.6681 1.3440 -1.8908
O: 4.9170 1.5986 3.0040
H: 2.7351 6.8614 -5.6128
C: -6.5977 -5.6741 -0.6343
H: 4.0477 -3.0752 -1.2819
C: -4.7195 -2.8330 0.9646
H: 2.4142 1.8051 3.1217
N: 3.7915 2.7956 -3.1881
H: 2.1678 2.8864 -4.3223
H: 2.7586 -0.2098 1.0966
O: 3.4069 5.5565 0.4036
H: 2.9088 5.5798 -2.9729
H: -3.3054 4.0209 -2.2564
H: -1.9752 -2.9935 4.2168
C: -5.0473 -4.2841 0.5148
C: -4.0059 -4.7233 -3.3577
H: 1.4095 -4.1993 -2.7443
C: -0.5782 3.7798 2.8210
C: 2.6738 -0.4137 -3.2773
H: 3.3815 -3.6385 0.2330
C: -0.3650 -4.3021 1.9574
H: -5.3238 -4.8203 1.4226
H: -4.2380 -0.8841 0.1713
O: -3.7578 5.1619 1.5834
H: -2.9770 4.6117 1.4883
C: -1.2941 -2.8090 5.0475
H: 3.1010 3.6423 3.9968
N: 2.7864 0.7698 1.3409
H: 6.3147 1.3659 4.5111
C: 6.2069 0.0064 -1.2191
H: 2.7392 -1.0325 -0.9179
H: 4.9758 2.8827 5.5121
H: -3.6275 -5.7612 8.4589
H: -1.0893 6.1115 -1.7802
H: 7.8226 0.8150 -0.2490
C: -3.1373 -6.4425 7.7635
H: -3.2605 -1.1083 3.0193
H: 0.5925 -0.0650 -0.7875
H: 5.6960 4.3124 1.2997
H: -0.7662 3.0666 1.0861
C: 3.6902 6.5100 -5.2222
H: 1.5628 4.5450 0.4322
C: 4.0740 0.5001 3.3301
O: -6.1444 -4.3367 -0.3818
H: -2.3068 -0.0170 6.3909
H: 0.7789 -6.1779 -1.1113
C: 6.3711 3.8090 -0.7091
C: -2.7762 4.7063 -1.5943
C: -2.1003 -4.5897 6.3011
H: -1.0157 -0.7327 -5.1755
H: -1.4596 0.3881 4.4435
C: 6.2552 1.3980 3.4232
N: -3.1241 -5.8524 -3.2580
C: 4.8865 3.9245 5.2043
H: -2.4599 -3.5648 -4.3705
H: -2.5123 -3.1744 -2.7233
H: -3.4544 5.2388 -0.9275
H: -3.1906 -0.5708 -5.3350
O: -1.1809 3.8183 1.5158
H: 3.7106 1.0934 1.0935
N: -3.7745 -2.7881 2.0299
O: -2.8226 -0.3542 3.4208
O: -4.0326 0.9916 -1.8375
H: -2.7391 -3.8813 6.8286
H: 7.2634 4.4293 -0.7946
H: -0.1155 -6.2509 -2.6598
C: -0.1772 0.3172 -0.1169
H: 1.4486 2.2196 -2.0400
H: -5.8655 -6.3507 -1.0750
H: -3.7462 -2.5323 -3.7893
H: -0.9645 0.6747 7.2724
O: -1.1720 -5.5762 -1.0754
H: 0.4666 3.5044 2.6771
H: 1.7472 5.4051 -4.1881
H: -3.0393 -2.1324 -0.1908
H: -3.0944 -6.0277 -4.2523
C: 3.7606 -0.6171 -4.3451
H: -2.8232 0.9013 -5.7584
H: -5.5996 -4.1102 -4.7183
H: -4.4934 -2.0864 -1.0739
O: 5.2770 4.3724 -1.3964
C: -4.9727 -4.9869 -4.5555
H: 4.3453 3.0126 -4.0043
C: 2.5733 3.4587 -3.4880
H: 1.7409 -0.5823 4.1786
H: -0.4117 -2.3038 4.6545
H: -4.7521 3.7693 0.4621
O: 3.6737 5.1622 -4.7947
C: -0.7563 5.1143 3.4963
H: -5.6164 -4.8457 -7.0395
C: 7.5841 0.4641 -1.2530
C: -1.7809 1.8233 -3.8269
O: -0.2433 -1.2623 -5.3862
H: 3.7594 5.1421 -0.3874
H: -4.4449 -4.6474 -2.3629
C: 3.6484 -2.7406 -0.3244
C: 2.4849 4.7082 0.9901
H: -7.1054 -6.1563 0.2011
C: -0.5496 -2.0296 -6.4940
H: 1.1445 1.4691 0.8311
H: -3.7437 0.5421 1.9180
H: 0.8740 -3.7088 -1.0949
H: 5.6204 0.9020 -1.0143
H: -1.0934 0.4613 -0.6897
C: -4.9562 -5.6838 -6.8160
H: 0.6474 0.1688 3.0385
H: -1.3871 -6.5721 6.5913
H: 6.6462 0.5252 2.9002
H: 4.4325 -2.2628 0.2630
H: -2.2919 3.9721 -0.9504
H: 2.2114 -1.3405 -2.9378
H: 4.5890 4.4862 6.9747
H: -2.1438 7.2537 -3.6322
H: -2.9199 -3.2149 1.7020
H: 1.8776 0.2062 -3.6894
O: 5.2667 4.6894 6.3258
H: 0.4648 -4.7824 1.4389
H: -1.7540 5.5206 3.3298
H: -0.1681 -3.5959 -2.5493
H: -4.4294 1.5820 -3.7631
H: -1.4874 -4.9913 8.9313
H: 3.9690 0.3455 4.4039
H: -4.2582 -5.8507 -7.6364
H: -5.8346 4.8642 1.3320
H: -0.7647 1.5879 -4.1431
H: -2.2033 2.5689 -4.5006
H: -1.4555 -4.7105 0.3273
C: 1.6309 -0.2913 3.1339
H: -0.5417 4.9685 4.5550
H: -4.9427 3.6184 2.2444
H: 3.1988 5.2575 4.6209
C: -2.9336 0.7708 2.6105
H: -2.0881 -0.2386 -3.1613
H: -3.8179 -6.8179 6.9994
H: 1.6972 -1.2819 2.6840
N: -0.9062 -5.5602 8.3324
H: 5.8041 -0.3910 -2.1507
C: 0.5858 -4.1880 -2.0305
H: 2.9332 3.7323 1.1761
H: -5.6635 -2.4914 1.3891
H: -2.7965 -4.9069 5.5248
H: -5.7839 2.1364 -1.8019
C: -2.5711 0.5025 -3.7982
N: -2.4837 0.1364 -5.1929
H: -4.5809 -0.1536 -3.4097
H: 5.6521 4.9333 -2.0793
H: -2.1036 1.7142 6.3230
C: -1.8312 -5.8083 7.2297
H: 0.3190 -2.6595 -6.6862
O: -0.8816 0.7344 5.1273
H: 3.6171 1.0750 -2.5702
H: 6.8722 2.2830 3.2683
O: -1.4879 -4.1838 1.1293
C: -1.5559 0.7726 6.3621
O: 0.2770 1.5623 0.4306
H: 0.6002 3.7078 -2.3728
H: -1.6688 2.1751 -2.8013
H: 6.0238 -0.6480 -0.3668
C: 2.6803 0.8044 2.7812
C: 0.0739 -5.6614 -1.7627
H: -5.5537 -6.5449 -6.5169
H: 8.1984 -0.8046 -2.6489
O: 2.5218 -1.8693 -0.5006

Its max |F| is 3.16 eV Å⁻¹. The gap between HOMO and LUMO is 9.806 eV. The total charge is 0. The calculated total energy is -101901.8953 eV.

---

Formula: C5H7N2O
Source: the Open Molecules 2025 dataset
Level of theory: ωB97M-V/def2-TZVPD

CARTESIAN COORDINATES (ANGSTROEM)
N: 3.5103 0.0938 -0.0946
O: 2.8199 -1.0854 -0.0869
H: -0.3092 1.5770 -0.6124
C: -0.0163 -1.5116 0.1540
N: -0.8044 -0.3238 -0.3062
C: -0.1149 0.9136 0.1421
C: 2.6731 1.0678 -0.0210
H: -0.2024 -2.2990 -0.4294
C: 1.3680 0.5825 0.1066
H: 2.9882 2.0972 -0.2088
H: -0.4180 1.1308 1.0744
C: 1.5771 -0.7842 0.1262
H: -0.8771 -0.4892 -1.3415
H: -1.6901 -0.5514 0.2163
H: -0.1957 -1.7828 1.1397

Its max |F| is 6.54 eV Å⁻¹. As for the SMILES: c1noc2c1C[NH2+]C2. The gap between HOMO and LUMO is 10.129 eV. The calculation puts the energy above the lowest of the compared OMol25 structures with the same formula, charge and spin at 74.9 kcal/mol. The total charge is +1. The calculated total energy is -10315.3840 eV.

---

Formula: C2H5NO
Source: the Open Molecules 2025 dataset
Level of theory: ωB97M-V/def2-TZVPD

CARTESIAN COORDINATES (ANGSTROEM)
H: 0.6069 1.4353 0.0599
H: 1.4326 -0.0666 0.1828
H: -0.8676 -0.2965 2.3406
O: -1.9329 0.6547 -0.0631
H: -1.9524 -1.0204 -0.9903
C: -0.7868 -0.0392 0.2536
C: 0.5048 0.4387 -0.3177
H: 0.3562 0.2880 -1.3232
N: -1.9080 -0.8091 0.0338

Its max |F| is 4.64 eV Å⁻¹. The gap between HOMO and LUMO (spin up / spin down) is 9.557 / 8.667 eV. The calculation puts the energy above the lowest of the compared OMol25 structures with the same formula, charge and spin at 176.3 kcal/mol. The total charge is 0. The calculated total energy is -5685.5835 eV.

---

Formula: C3H3NO
Source: the Open Molecules 2025 dataset
Level of theory: ωB97M-V/def2-TZVPD

CARTESIAN COORDINATES (ANGSTROEM)
H: 1.3838 0.1100 0.8510
H: -0.4648 1.4413 1.8639
C: 0.0757 -1.0388 -0.4064
C: 0.3779 0.0990 0.3083
H: -1.6151 0.8993 0.5097
C: -0.6300 0.9587 0.9256
O: 0.1828 1.4992 -0.1701
N: 0.0417 -2.0796 -0.9755

Its max |F| is 6.86 eV Å⁻¹. As for the SMILES: N#C[C@@H]1CO1. The gap between HOMO and LUMO is 11.959 eV. The calculation puts the energy above the lowest of the compared OMol25 structures with the same formula, charge and spin at 42.7 kcal/mol. The total charge is 0. The calculated total energy is -6694.6411 eV.

---

Which of these has the highest total charge?
C5H7N2O

---

What did the third record say?
Formula: C5H7N2O
Source: the Open Molecules 2025 dataset
Level of theory: ωB97M-V/def2-TZVPD

CARTESIAN COORDINATES (ANGSTROEM)
N: 3.5103 0.0938 -0.0946
O: 2.8199 -1.0854 -0.0869
H: -0.3092 1.5770 -0.6124
C: -0.0163 -1.5116 0.1540
N: -0.8044 -0.3238 -0.3062
C: -0.1149 0.9136 0.1421
C: 2.6731 1.0678 -0.0210
H: -0.2024 -2.2990 -0.4294
C: 1.3680 0.5825 0.1066
H: 2.9882 2.0972 -0.2088
H: -0.4180 1.1308 1.0744
C: 1.5771 -0.7842 0.1262
H: -0.8771 -0.4892 -1.3415
H: -1.6901 -0.5514 0.2163
H: -0.1957 -1.7828 1.1397

Its max |F| is 6.54 eV Å⁻¹. As for the SMILES: c1noc2c1C[NH2+]C2. The gap between HOMO and LUMO is 10.129 eV. The calculation puts the energy above the lowest of the compared OMol25 structures with the same formula, charge and spin at 74.9 kcal/mol. The total charge is +1. The calculated total energy is -10315.3840 eV.

---

Among the records above, which one has the lowest calculated total energy?
C46H140N6O21

---

What is the total charge in the fifth record?
0